No. 1
ORCA calculation (the ωB97M-V functional and the def2-TZVPD basis) on a structure of composition C2N2OS.

Element x y z (Å)
C 0.878 -0.956 -0.211
C -1.459 0.488 -0.100
N 0.965 -2.084 -0.036
N -2.577 0.363 0.057
O 1.371 1.385 0.745
S 0.823 0.803 -0.454

energy above the lowest of the compared OMol25 structures with the same formula, charge and spin: 48.9 kcal/mol
gap between HOMO and LUMO (spin up / spin down): 9.2 / 9.2 eV
multiplicity: 1

Now the Mulliken charges, all in e:
1 C 0.36
2 C 0.03
3 N -0.25
4 N -0.30
5 O -0.35
6 S 0.51

No. 2
ORCA calculation (the ωB97M-V functional and the def2-TZVPD basis) on an isolated molecule of C12H11N5OS.

Element x y z (Å)
C 5.701 3.082 -0.572
C 4.698 1.987 -0.735
C 3.429 2.085 -0.232
C 2.524 1.027 -0.413
N 1.272 0.904 -0.021
C 0.867 -0.317 -0.460
C 1.886 -0.961 -1.134
N 2.942 -0.110 -1.107
C 4.197 -0.215 -1.609
C 5.072 0.808 -1.434
H 6.071 0.727 -1.832
H 4.441 -1.126 -2.133
H 1.908 -1.922 -1.603
C -0.491 -0.802 -0.204
O -0.927 -1.878 -0.561
N -1.238 0.106 0.498
C -2.533 -0.120 0.852
N -3.262 0.718 1.510
N -4.493 0.270 1.734
C -4.729 -0.899 1.262
C -6.023 -1.604 1.387
H -6.722 -0.976 1.932
H -6.427 -1.827 0.400
H -5.889 -2.545 1.917
S -3.345 -1.612 0.431
H -0.797 0.981 0.757
H 3.090 2.955 0.306
H 6.576 2.715 -0.037
H 5.279 3.917 -0.021
H 6.034 3.437 -1.547

SMILES: Cc1ccn2cc(C(=O)Nc3nnc(C)s3)nc2c1
gap between HOMO and LUMO: 8.8 eV
multiplicity: 1

Now the Mulliken charges, all in e:
1 C -1.47
2 C 1.12
3 C -0.59
4 C 0.13
5 N -0.47
6 C 0.45
7 C -0.52
8 N 0.21
9 C -0.38
10 C -0.72
11 H 0.43
12 H 0.39
13 H 0.50
14 C 0.16
15 O -0.76
16 N -0.07
17 C 0.38
18 N -0.41
19 N -0.49
20 C 0.60
21 C -0.99
22 H 0.29
23 H 0.29
24 H 0.29
25 S -0.08
26 H 0.33
27 H 0.39
28 H 0.34
29 H 0.35
30 H 0.34

No. 3
ORCA calculation (the ωB97M-V functional and the def2-TZVPD basis) on a cluster of 2 separate species, C2H2FNO in total.

Element x y z (Å)
C 1.721 0.169 0.016
C -0.578 -0.263 0.301
N 2.863 0.306 -0.081
O -1.066 0.762 -0.395
F -0.802 -1.523 -0.189
H -0.426 -0.091 1.419
H -1.711 0.639 -1.072

energy above the lowest of the compared OMol25 structures with the same formula, charge and spin: 69.0 kcal/mol
gap between HOMO and LUMO: 9.6 eV
multiplicity: 1

Now the Mulliken charges, all in e:
1 C -0.18
2 C 0.33
3 N -0.31
4 O -0.35
5 F -0.16
6 H 0.31
7 H 0.35